(1)
# C28H27ClN5O2RuS

A structure of composition C28H27ClN5O2RuS (the ωB97M-V functional and the def2-TZVPD basis, the OMol25 dataset).

```
65
Properties=species:S:1:pos:R:3
Ru -0.31006 0.05554 0.45834
O 3.63199 0.35722 1.12770
C 2.69901 0.78060 0.46373
O 1.70597 0.03242 0.08785
C 2.65471 2.22378 0.03572
C 3.88772 2.87400 -0.01361
C 3.99274 4.20344 -0.37391
C 2.83860 4.91547 -0.67296
C 1.60694 4.29271 -0.61037
C 1.48664 2.94198 -0.26254
S -0.18886 2.36293 -0.19557
H 4.76459 2.29628 0.24514
H 4.96218 4.68180 -0.41601
H 2.89508 5.95996 -0.95205
H 0.70694 4.85117 -0.83313
C -4.76871 -3.06409 2.14276
C -3.36020 -3.10963 2.21387
C -2.61265 -2.18198 1.54470
C -3.20748 -1.15415 0.76437
C -2.41271 -0.18649 0.05871
C -3.08520 0.70243 -0.75296
C -4.49463 0.71355 -0.85932
C -5.24840 -0.17553 -0.15153
C -4.62181 -1.14222 0.67349
C -5.37868 -2.10435 1.38794
H -5.35892 -3.79677 2.67752
H -2.87502 -3.88580 2.79273
H -1.52790 -2.23509 1.58957
H -2.53320 1.43654 -1.32882
H -4.97210 1.44046 -1.50478
H -6.33002 -0.16719 -0.21859
H -6.45959 -2.06905 1.31446
Cl -2.46676 -5.03462 -1.70171
C -1.03648 -4.23553 -1.15274
C 0.04998 -4.95948 -0.69596
C 1.16487 -4.26085 -0.26418
C 1.14463 -2.87636 -0.29331
N 0.08338 -2.18685 -0.72120
C -0.98819 -2.85205 -1.14950
H 0.01622 -6.04041 -0.68090
H 2.04179 -4.78134 0.09454
H 1.98792 -2.27924 0.03167
H -1.83384 -2.26486 -1.48335
C -1.20842 0.39505 3.49728
N -0.98328 0.45232 4.92961
C -0.18001 1.64027 5.23009
N 1.10630 1.61113 4.53623
C 0.86996 1.54413 3.10597
N 0.07729 0.32674 2.74098
C 0.84411 -0.86349 3.21803
N 1.07391 -0.81115 4.64913
C -0.22070 -0.73289 5.33020
C 1.83412 0.40847 4.94770
H -1.74418 1.28658 3.16577
H -1.80566 -0.48389 3.25429
H -0.00511 1.68740 6.30601
H -0.73229 2.53065 4.92437
H 1.82730 1.50610 2.59000
H 0.31096 2.41786 2.77004
H 1.79618 -0.88334 2.68305
H 0.26998 -1.76148 2.97401
H -0.05198 -0.69709 6.40740
H -0.80280 -1.62654 5.09525
H 2.78854 0.36997 4.42068
H 2.01981 0.45457 6.02169
```

Its LUMO energy (alpha / beta) is 0.275 / -1.358 eV. Its energy relative to the best compared isomer or geometry (same formula, charge and spin) is 9.24 kcal/mol. As for the multiplicity: 6. For the highest occupied orbital energy (alpha / beta), the calculation gives -0.25775 / -0.29815 Eh.

***

(2)
# C31H49Cl16GaNO2S2

A structure of composition C31H49Cl16GaNO2S2 (the ωB97M-V functional and the def2-TZVPD basis, the OMol25 dataset).

```
102
Properties=species:S:1:pos:R:3
C 4.31789 -4.55932 0.39034
C 5.11510 -3.26254 0.56423
O 4.30901 -2.13266 0.75126
C 3.69572 -1.67349 -0.45835
C 4.56638 -0.70062 -1.23903
Ga 4.39192 1.24284 -0.58186
C 2.41245 1.73347 -0.92352
C 1.47892 1.34209 0.23744
C 0.03805 0.95796 -0.16375
S -0.42485 1.96990 -1.59550
C -2.17731 1.96658 -1.70694
S -2.91138 3.42039 -1.83882
N -3.02247 0.80733 -1.72443
C -3.50530 0.42604 -0.41490
C -2.80484 -0.36594 0.48127
C -3.38077 -0.70552 1.68924
C -4.64902 -0.26477 2.03313
C -5.34173 0.54974 1.15197
C -4.76276 0.88522 -0.06466
C -2.62510 -0.26831 -2.56730
C -1.79663 -0.07801 -3.67042
C -1.43157 -1.12765 -4.49106
C -1.91008 -2.40780 -4.26384
C -2.77003 -2.59941 -3.19369
C -3.11180 -1.55678 -2.35070
C 5.59741 2.33356 -1.85602
C 5.25654 3.80600 -1.92582
C 5.63983 4.51595 -0.62316
O 5.94875 4.48255 -3.00676
H 3.43158 -4.52415 1.02034
H 4.93732 -5.42794 0.60201
H 3.97664 -4.63099 -0.64262
H 5.70537 -3.35987 1.47834
H 5.83563 -3.14210 -0.25234
H 3.46635 -2.53979 -1.09486
H 2.72979 -1.24642 -0.18653
H 4.15921 -0.67521 -2.25613
H 5.60438 -1.02559 -1.33285
H 4.80401 1.42819 0.96356
H 2.40352 2.81793 -1.03597
H 2.15974 1.24459 -1.86604
H 1.93344 0.52004 0.79137
H 1.42854 2.18346 0.92875
H -0.63312 1.14216 0.67099
H 0.04726 -0.09670 -0.43731
H -1.83332 -0.75631 0.22043
H -2.86335 -1.36026 2.37778
H -5.10376 -0.56710 2.96868
H -6.32944 0.91864 1.39095
H -5.32089 1.51069 -0.74393
H -1.41064 0.90719 -3.87979
H -0.77138 -0.95918 -5.32980
H -1.64186 -3.24579 -4.88931
H -3.18704 -3.57870 -3.00478
H -3.78606 -1.78409 -1.53927
H 6.66027 2.18450 -1.64857
H 5.42105 1.91208 -2.85793
H 4.18280 3.89738 -2.11806
H 4.73427 4.66169 -0.04393
H 6.31589 3.86882 -0.07055
H 6.11576 5.46366 -0.86570
H 5.71225 4.02752 -3.81847
C 0.65452 -6.24074 2.08257
Cl 0.30358 -5.69303 0.43830
Cl 1.94519 -7.45351 2.11904
H 0.94967 -5.38095 2.67921
H -0.24305 -6.68730 2.49506
C 4.94645 -2.15212 -4.92976
Cl 3.94995 -2.88966 -3.66629
Cl 5.50527 -0.53605 -4.48555
H 5.81003 -2.78373 -5.10116
H 4.35159 -2.07464 -5.83214
C -8.68533 0.39021 4.13944
Cl -9.24232 0.87677 2.53591
Cl -7.17434 -0.52893 4.06595
H -8.51472 1.28078 4.73204
H -9.44630 -0.23082 4.59624
C -4.33222 -3.91931 2.57956
Cl -2.98472 -3.46073 3.63104
Cl -3.90994 -5.28848 1.54455
H -5.17708 -4.19689 3.19872
H -4.58188 -3.07071 1.95175
C 2.71038 6.42363 1.99690
Cl 2.43324 5.06136 0.91755
Cl 3.61170 7.73194 1.21147
H 1.75090 6.81434 2.31651
H 3.28246 6.07762 2.84965
C 0.36936 -4.47765 5.90839
Cl 0.00484 -3.94877 4.26235
Cl 1.68650 -5.65604 5.94391
H 0.65825 -3.61233 6.49252
H -0.51926 -4.93814 6.32387
C -2.51519 4.15880 1.76506
Cl -1.02327 4.85212 2.41625
Cl -2.80501 2.52839 2.38264
H -3.34613 4.79138 2.05498
H -2.43146 4.11038 0.68484
C -6.53926 4.47917 -1.76764
Cl -7.17531 2.94072 -2.36052
Cl -6.04313 4.38037 -0.07494
H -5.67291 4.74662 -2.36174
H -7.31546 5.22963 -1.85621
```

Its LUMO energy is 1.482 eV. As for the multiplicity: 1. For the highest occupied orbital energy, the calculation gives -0.16758 Eh. As for the total charge: -1.

***

(3)
# C5H15N2

The ion C5H15N2 with charge +1 (the ωB97M-V functional and the def2-TZVPD basis, the OMol25 dataset).

```
22
Properties=species:S:1:pos:R:3
C 1.28879 1.33894 2.38687
C 0.46163 1.47346 1.15874
C 0.16002 0.15879 0.43172
N 1.43097 -0.51171 -0.07251
C -0.84895 0.27627 -0.67311
N -1.56061 -0.98764 -0.88501
C -1.26006 -1.65679 -2.15387
H 2.33117 1.04302 2.21915
H 0.93466 0.72886 3.23540
H 1.29658 2.33111 2.85402
H -0.55183 1.94176 1.29481
H 0.90244 2.12301 0.38916
H -0.23565 -0.59011 1.16638
H 1.82541 0.06289 -0.82550
H 1.10148 -1.36683 -0.55740
H 2.14923 -0.61593 0.64611
H -0.36822 0.63943 -1.60369
H -1.52756 1.16928 -0.59414
H -2.55651 -0.94243 -0.72756
H -0.71616 -1.00321 -2.83896
H -2.14502 -1.81933 -2.76117
H -0.75899 -2.61491 -2.16334
```

Its LUMO energy is -3.345 eV. Its energy relative to the best compared isomer or geometry (same formula, charge and spin) is 30.46 kcal/mol. As for the SMILES: CC[C@H]([NH3+])CNC. As for the multiplicity: 1. For the highest occupied orbital energy, the calculation gives -0.47865 Eh. As for the total charge: +1.

***

(4)
# C2H7ClN2O

An isolated molecule of C2H7ClN2O (the ωB97M-V functional and the def2-TZVPD basis, the OMol25 dataset).

```
13
Properties=species:S:1:pos:R:3
C 1.25746 1.41905 -0.45474
N 0.79493 0.20662 -1.13351
N -0.24253 -0.39419 -0.62884
Cl -1.76347 0.68078 -0.92844
O -0.04559 -0.52995 0.74955
C -0.99332 -1.42698 1.32766
H 0.23653 1.96662 -0.42002
H 1.61768 1.01448 0.45540
H 2.07197 1.64785 -1.01648
H 0.71515 0.31525 -2.13674
H -1.97676 -0.96108 1.18603
H -0.68774 -1.51702 2.29986
H -0.98432 -2.42143 0.70028
```

Its LUMO energy is 0.831 eV. Its energy relative to the best compared isomer or geometry (same formula, charge and spin) is 37.88 kcal/mol. As for the SMILES: CNN(Cl)OC. As for the multiplicity: 1. For the highest occupied orbital energy, the calculation gives -0.32262 Eh.

***

no.,DFT total energy (a.u.)
1,-2460.64717
2,-11500.01275
3,-308.74412
4,-725.18450